No. 1
Formula: C2H25HfO11
Source: the OMol25 dataset
Level of theory: ωB97M-V/def2-TZVPD

```
! wB97M-V def2-TZVPD RIJCOSX def2/J DEFGRID3
* xyz 3 1
Hf 20.839 -17.294 -0.218
C 21.189 -22.127 3.163
C 22.498 -21.572 2.545
O 22.170 -20.720 1.449
H 21.204 -22.955 3.871
H 20.412 -22.402 2.450
H 20.788 -21.250 3.672
H 23.080 -22.418 2.181
H 23.186 -21.107 3.250
O 18.020 -19.326 1.065
H 17.721 -19.238 1.970
H 17.377 -19.906 0.656
O 21.686 -18.095 6.444
H 21.364 -18.020 5.545
H 20.996 -18.569 6.907
O 24.783 -25.660 5.062
H 25.501 -25.233 4.596
H 24.212 -24.942 5.333
O 18.698 -20.054 8.002
H 19.357 -20.613 8.413
H 18.086 -19.846 8.707
O 16.267 -18.935 5.135
H 17.040 -19.247 5.605
H 15.641 -19.657 5.196
O 17.869 -24.615 -0.811
H 18.300 -24.148 -1.527
H 18.587 -25.002 -0.310
O 25.208 -16.856 4.910
H 26.032 -17.046 5.359
H 24.563 -17.412 5.347
O 23.982 -16.384 1.224
H 24.591 -15.700 0.946
H 24.139 -16.479 2.163
O 26.851 -19.809 0.798
H 27.190 -19.948 1.682
H 25.900 -19.851 0.896
O 22.402 -23.967 -2.246
H 22.473 -23.236 -1.632
H 21.653 -23.744 -2.798
*
```

Computed properties:
Frontier orbital gap = 1.948 eV
HOMO energy = -17.84 eV

These are the Mulliken partial charges, in e, on atoms 1 to 8: Hf 1.836; C -0.896; C 0.010; O -0.194; H 0.364; H 0.349; H 0.290; H 0.344



No. 2
Formula: C2H25O11
Source: the OMol25 dataset
Level of theory: ωB97M-V/def2-TZVPD

```
! wB97M-V def2-TZVPD RIJCOSX def2/J DEFGRID3
* xyz -1 1
C -12.721 -10.306 12.659
C -12.350 -10.862 11.247
O -12.205 -9.782 10.335
H -12.894 -11.141 13.351
H -13.654 -9.694 12.745
H -11.918 -9.746 13.112
H -13.075 -11.561 10.831
H -11.381 -11.465 11.209
O -9.761 -11.572 13.583
H -10.650 -11.242 13.639
H -9.791 -12.306 12.938
O -11.325 -8.710 8.137
H -11.689 -8.994 8.998
H -11.936 -9.155 7.574
O -9.712 -8.345 14.184
H -9.854 -8.420 13.240
H -8.909 -8.839 14.289
O -9.821 -9.132 11.507
H -10.806 -9.243 11.478
H -9.698 -8.368 10.935
O -10.671 -11.501 8.625
H -10.704 -12.411 8.856
H -11.188 -11.095 9.310
O -12.478 -7.257 11.394
H -12.438 -8.207 11.307
H -12.706 -7.138 12.320
O -9.222 -13.387 11.569
H -9.772 -13.812 10.952
H -8.995 -12.528 11.226
O -14.692 -9.350 9.397
H -14.532 -8.581 8.827
H -13.781 -9.579 9.649
O -12.569 -7.118 14.234
H -11.896 -6.463 14.215
H -12.147 -7.884 14.518
O -13.168 -13.167 7.991
H -13.955 -12.641 7.759
H -12.563 -12.445 8.162
*
```

Computed properties:
Frontier orbital gap = 8.512 eV
HOMO energy = -5.67 eV

These are the Mulliken partial charges, in e, on atoms 1 to 8: C -1.040; C -0.181; O 0.791; H 0.463; H 0.270; H -0.067; H 0.476; H -0.145



No. 3
Formula: C2H25O11
Source: the OMol25 dataset
Level of theory: ωB97M-V/def2-TZVPD

```
! wB97M-V def2-TZVPD RIJCOSX def2/J DEFGRID3
* xyz 0 2
C 0.811 0.478 0.125
C -0.423 -0.279 -0.073
O -1.093 -0.164 -1.309
H 1.351 0.023 0.956
H 0.717 1.545 0.326
H 1.477 0.473 -0.737
H -1.179 0.211 0.540
H -0.240 -1.326 0.169
O 4.036 0.108 2.068
H 4.550 -0.041 1.274
H 4.655 0.496 2.686
O 3.673 1.402 -0.908
H 2.753 1.577 -0.712
H 4.089 2.264 -0.899
O -3.043 -2.479 -1.497
H -3.803 -1.936 -1.286
H -2.298 -1.881 -1.438
O -4.403 1.076 1.263
H -3.799 0.986 0.527
H -5.130 0.490 1.050
O -0.541 1.982 -3.194
H -0.693 1.279 -2.563
H 0.120 2.537 -2.780
O -3.493 1.503 -1.332
H -3.962 1.430 -2.163
H -2.885 0.763 -1.335
O 0.843 -2.124 -2.778
H -0.033 -2.397 -3.050
H 0.706 -1.288 -2.332
O 4.018 -1.445 -0.351
H 3.064 -1.445 -0.274
H 4.229 -0.592 -0.730
O 0.738 0.028 3.881
H -0.002 0.625 3.991
H 1.460 0.589 3.601
O -1.947 -1.797 3.288
H -1.532 -1.307 2.577
H -2.790 -1.363 3.418
*
```

Computed properties:
Frontier orbital gap (alpha / beta) = 11.242 / 7.735 eV
HOMO energy (alpha / beta) = -11.39 / -11.39 eV

These are the Mulliken partial charges, in e, on atoms 1 to 8: C -1.088; C 0.020; O -0.589; H 0.452; H 0.524; H -0.109; H 0.137; H 0.402



No. 4
Formula: C2H25O11V
Source: the OMol25 dataset
Level of theory: ωB97M-V/def2-TZVPD

```
! wB97M-V def2-TZVPD RIJCOSX def2/J DEFGRID3
* xyz 1 4
V -0.379 0.280 -2.250
C 1.911 -0.933 0.015
C 0.538 -0.497 0.446
O 0.200 0.692 -0.282
H 2.610 -0.066 0.036
H 1.930 -1.188 -1.005
H 2.214 -1.781 0.574
H 0.543 -0.365 1.480
H -0.222 -1.257 0.342
O -2.379 0.047 -1.383
H -2.782 -0.731 -1.009
H -2.986 0.781 -1.273
O 1.641 1.062 -2.640
H 2.296 1.328 -3.278
H 2.031 1.227 -1.769
O -2.391 -2.308 -0.348
H -1.966 -1.995 0.441
H -2.890 -3.050 -0.021
O -1.174 1.764 1.940
H -0.747 1.028 1.470
H -0.575 1.910 2.683
O -1.395 -2.637 2.155
H -2.301 -2.742 2.488
H -1.273 -3.568 2.018
O -0.753 -0.725 4.174
H -0.542 0.120 3.773
H -0.581 -1.405 3.534
O -0.950 2.388 -2.418
H -0.972 2.873 -1.595
H -1.528 2.969 -2.860
O 3.554 2.050 -0.906
H 4.441 1.886 -0.560
H 3.030 2.121 -0.081
O 1.527 2.740 0.701
H 1.029 1.978 0.501
H 1.917 2.484 1.505
O -0.528 -1.920 -2.226
H -1.006 -2.196 -1.457
H -1.092 -2.359 -2.912
*
```

Computed properties:
Frontier orbital gap (alpha / beta) = 8.231 / 9.019 eV
HOMO energy (alpha / beta) = -11.57 / -12.43 eV

These are the Mulliken partial charges, in e, on atoms 1 to 8: V 0.475; C -1.528; C 0.776; O -0.327; H 0.238; H 0.345; H 0.504; H 0.434



No. 5
Formula: C2H26CrO19
Source: the OMol25 dataset
Level of theory: ωB97M-V/def2-TZVPD

```
! wB97M-V def2-TZVPD RIJCOSX def2/J DEFGRID3
* xyz -2 5
Cr 0.196 2.366 -0.907
C 1.595 4.366 -1.195
O 1.522 3.724 0.052
O 2.614 5.105 -1.337
O 0.881 3.810 -2.065
C 0.004 0.274 0.515
O -0.467 0.483 -0.752
O 0.516 1.378 0.936
O 0.350 -0.940 0.804
O -0.129 -3.351 -1.291
H -0.485 -4.076 -1.728
H -0.885 -2.812 -1.073
O -2.906 0.395 -1.737
H -2.938 -0.514 -1.965
H -2.074 0.481 -1.217
O 0.235 -0.882 3.527
H 0.184 -0.865 2.579
H 1.117 -1.265 3.656
O -0.036 -0.873 -3.398
H 0.427 -1.116 -2.660
H -0.932 -0.987 -3.076
O 0.582 -3.355 1.305
H 0.398 -2.443 1.190
H 0.393 -3.613 0.414
O 2.803 -1.008 1.779
H 1.985 -0.799 1.357
H 2.627 -1.598 2.467
O -3.127 0.225 1.225
H -2.774 -0.445 0.646
H -3.367 -0.382 1.889
O 1.914 1.353 -1.664
H 2.492 1.041 -0.978
H 1.947 0.704 -2.371
O 1.728 1.710 3.158
H 1.370 1.205 3.886
H 1.268 1.478 2.308
O 2.006 -1.580 -1.458
H 1.402 -1.344 -0.773
H 1.751 -2.475 -1.748
O -1.962 -1.866 -0.217
H -1.192 -1.292 -0.057
H -2.171 -2.307 0.569
O -1.111 2.261 -2.581
H -1.904 1.785 -2.389
H -1.332 3.156 -2.823
O -1.513 1.942 2.660
H -2.057 1.135 2.628
H -0.934 1.807 1.913
*
```

Computed properties:
Frontier orbital gap (alpha / beta) = 4.330 / 5.377 eV
HOMO energy (alpha / beta) = -0.36 / -1.41 eV

These are the Mulliken partial charges, in e, on atoms 1 to 8: Cr -0.193; C 0.718; O -0.722; O -0.775; O -0.604; C 1.110; O -0.342; O -0.302



No. 6
Formula: C2H27O14
Source: the OMol25 dataset
Level of theory: ωB97M-V/def2-TZVPD

```
! wB97M-V def2-TZVPD RIJCOSX def2/J DEFGRID3
* xyz -1 1
C -0.870 -0.746 -0.377
C 0.561 -0.257 -0.407
O 1.309 -0.498 -1.394
O 1.011 0.296 0.631
H -0.816 -1.830 -0.516
H -1.432 -0.354 -1.228
H -1.407 -0.548 0.543
O -3.068 -1.997 3.191
H -3.265 -1.735 2.279
H -2.233 -1.540 3.374
O -4.164 -0.973 0.610
H -3.598 -1.037 -0.173
H -3.940 -0.119 1.003
O 2.873 0.553 -3.566
H 3.562 1.007 -3.071
H 2.228 0.279 -2.889
O -0.576 -0.641 2.956
H 0.018 -0.135 2.363
H -0.281 -0.415 3.848
O 2.078 3.025 -0.231
H 1.547 3.247 0.540
H 1.795 2.131 -0.462
O 4.078 0.584 -0.318
H 3.998 0.061 0.485
H 3.169 0.696 -0.625
O 2.544 -2.838 -0.067
H 2.270 -2.196 -0.746
H 3.481 -2.661 0.062
O -1.517 1.996 3.094
H -0.775 2.244 3.654
H -1.469 1.016 3.030
O -3.594 0.078 -2.408
H -3.330 0.237 -3.322
H -3.638 0.955 -2.002
O 0.082 -1.982 -3.451
H 0.566 -1.459 -2.773
H 0.661 -1.979 -4.218
O -2.195 2.535 -1.853
H -1.361 2.708 -1.398
H -2.060 1.678 -2.272
O 2.703 0.573 2.788
H 2.710 -0.191 3.375
H 2.345 0.232 1.942
*
```

Computed properties:
Frontier orbital gap = 9.673 eV
HOMO energy = -7.21 eV

These are the Mulliken partial charges, in e, on atoms 1 to 8: C -1.131; C 0.696; O -0.584; O -0.652; H 0.348; H 0.324; H 0.125; O -0.669



Respective energy relative to the best compared isomer or geometry (same formula, charge and spin) values: 3.860 0.137 0.225 0.000 0.088 0.283 eV.